C19H32NPZn | wB97M-V/def2-TZVPD

```
54
Properties=species:S:1:pos:R:3:forces:R:3
C 3.085 3.578 0.871 0.076 -0.159 0.097
C 1.792 3.345 1.331 -0.208 -0.380 -0.322
C 1.061 2.225 0.877 0.587 0.746 0.509
C 1.704 1.243 0.121 -0.719 0.186 0.221
C 2.986 1.500 -0.373 0.356 0.561 0.390
C 3.674 2.671 -0.008 -0.304 -0.278 -0.201
C -0.397 2.143 1.228 -0.365 0.242 0.541
C -1.159 3.466 0.938 -0.086 -0.224 -0.427
N -1.115 3.950 -0.416 -0.573 0.344 0.198
Zn 0.943 -0.599 -0.147 -1.154 0.262 0.422
C 3.678 0.524 -1.303 -0.064 -0.469 0.202
P 2.545 -0.869 -1.712 0.724 -0.424 -0.684
H 1.321 4.034 2.036 0.205 -0.085 -0.312
H 4.674 2.835 -0.416 -0.248 0.095 0.155
H 3.632 4.465 1.195 -0.132 -0.261 -0.077
H 4.577 0.081 -0.843 -0.241 0.219 -0.065
H 3.985 1.000 -2.249 -0.065 -0.105 0.364
H -0.898 1.316 0.703 0.222 0.102 0.018
H -0.516 1.953 2.308 0.002 -0.103 -0.201
H -2.227 3.298 1.152 0.274 0.023 0.350
C 3.605 -2.328 -1.830 0.388 -0.401 -0.114
C 2.037 -0.480 -3.414 -0.221 0.010 -0.276
H -0.776 4.267 1.585 -0.210 -0.209 -0.022
C -0.109 4.865 -0.854 0.364 -0.206 -0.153
C -1.855 3.247 -1.422 0.249 -0.156 0.081
H -0.172 -1.970 1.235 2.222 -0.506 2.604
H -0.496 5.417 -1.724 0.162 0.046 0.257
H 0.133 5.565 -0.041 -0.006 -0.098 -0.291
H 0.825 4.359 -1.166 -0.045 0.259 0.016
H -2.082 3.941 -2.245 -0.071 -0.248 0.139
H -1.297 2.387 -1.844 -0.215 0.056 -0.025
H -2.791 2.874 -0.980 0.174 0.035 -0.248
H 2.756 0.209 -3.876 -0.239 -0.278 0.017
H 1.991 -1.418 -3.982 -0.111 0.331 0.042
H 1.043 -0.014 -3.394 0.304 -0.108 -0.112
H 4.663 -2.034 -1.870 -0.279 -0.239 -0.098
H 3.433 -2.961 -0.949 0.153 0.141 -0.320
H 3.333 -2.887 -2.735 0.188 0.008 0.302
H -0.954 -1.593 0.027 -1.116 1.859 -3.492
C -2.393 -4.927 2.709 -0.190 -0.486 0.384
C -2.995 -4.116 1.565 0.434 0.399 -0.056
C -3.285 -5.008 0.360 -0.199 -0.266 -0.190
C -4.267 -3.402 2.015 -0.268 0.071 0.078
C -2.025 -3.111 1.160 0.199 0.542 -0.591
C -1.122 -2.299 0.835 0.125 -0.552 0.719
H -3.096 -5.699 3.042 0.061 -0.079 0.091
H -2.163 -4.273 3.558 -0.034 -0.118 -0.156
H -1.467 -5.413 2.385 -0.150 0.083 0.066
H -4.028 -5.771 0.620 0.071 -0.014 -0.030
H -3.673 -4.408 -0.470 0.070 -0.116 0.143
H -2.369 -5.510 0.027 -0.152 0.060 0.024
H -4.055 -2.748 2.869 -0.066 -0.086 -0.122
H -4.665 -2.789 1.199 0.045 -0.096 0.147
H -5.029 -4.131 2.312 0.075 0.068 0.009
```
Positions in Å, forces in eV/Å.

Gap between HOMO and LUMO (alpha / beta) ... 0.170 / 0.155 Eh
E_HOMO (alpha / beta) ... -4.9 / -4.5 eV